1.
The molecule C30H33N3O6 at a distorted geometry, computed with ωB97M-V/def2-TZVPD.

## Properties
Strongest force on any atom ... 1.30 eV Å⁻¹
DFT total energy ... -48401.402 eV
SMILES ... COC(=O)c1cccc(N(C(=O)c2ccco2)[C@@H](C(=O)NC2CCCC2)c2ccc(N3CCOCC3)cc2)c1
Kohn-Sham gap ... 8.09 eV

```
! wB97M-V def2-TZVPD RIJCOSX def2/J DEFGRID3
* xyz 0 1
C -3.14 -3.16 3.99
O -2.36 -2.15 3.35
C -2.95 -0.95 3.23
O -4.06 -0.71 3.64
C -2.08 0.03 2.54
C -2.54 1.34 2.39
C -1.76 2.28 1.76
C -0.51 1.94 1.27
C -0.05 0.64 1.42
N 1.21 0.26 0.89
C 2.27 -0.07 1.66
O 3.27 -0.63 1.20
C 2.22 0.28 3.08
C 3.10 -0.12 4.06
C 2.65 0.48 5.26
C 1.54 1.20 4.92
O 1.27 1.08 3.62
C 1.27 -0.06 -0.55
C 0.78 -1.52 -0.71
O -0.33 -1.84 -1.07
N 1.74 -2.39 -0.37
C 1.51 -3.81 -0.23
C 2.69 -4.60 -0.82
C 3.50 -5.15 0.37
C 2.96 -4.40 1.59
C 1.49 -4.21 1.26
C 0.52 0.95 -1.38
C 1.23 1.95 -2.04
C 0.58 2.91 -2.78
C -0.81 2.92 -2.91
N -1.44 3.94 -3.61
C -0.91 4.37 -4.89
C -1.55 3.56 -6.02
O -2.96 3.69 -6.01
C -3.49 3.26 -4.77
C -2.88 4.06 -3.62
C -1.52 1.91 -2.24
C -0.86 0.96 -1.48
C -0.83 -0.32 2.04
H -2.52 -4.05 4.02
H -3.41 -2.84 5.00
H -4.05 -3.34 3.42
H -3.52 1.59 2.78
H -2.11 3.30 1.65
H 0.12 2.68 0.79
H 3.95 -0.76 3.92
H 3.10 0.39 6.23
H 0.88 1.81 5.51
H 2.33 -0.02 -0.82
H 2.60 -2.03 0.03
H 0.56 -4.02 -0.73
H 3.30 -3.94 -1.44
H 2.34 -5.41 -1.46
H 3.31 -6.22 0.49
H 4.57 -5.01 0.24
H 3.45 -3.43 1.69
H 3.11 -4.95 2.52
H 0.95 -5.15 1.38
H 1.00 -3.45 1.87
H 2.31 1.98 -1.97
H 1.17 3.68 -3.25
H 0.17 4.25 -4.93
H -1.15 5.43 -5.02
H -1.23 3.93 -7.00
H -1.27 2.50 -5.92
H -4.57 3.42 -4.84
H -3.29 2.19 -4.63
H -3.30 3.76 -2.66
H -3.11 5.12 -3.77
H -2.59 1.85 -2.30
H -1.44 0.19 -1.00
H -0.48 -1.33 2.14
*
```

2.
C37H36BrIrN5P2S5 as an isolated structure at a distorted geometry, computed with ωB97M-V/def2-TZVPD.

## Properties
<S²> ... 0.769
Strongest force on any atom ... 2.11 eV Å⁻¹
DFT total energy ... -192028.053 eV
Kohn-Sham gap (alpha / beta) ... 6.93 / 6.98 eV

```
! wB97M-V def2-TZVPD RIJCOSX def2/J DEFGRID3
* xyz 2 2
Ir -0.11 -0.82 0.23
S -2.89 1.19 -0.15
P -1.21 2.25 -0.03
C 0.16 1.08 0.03
P 1.89 1.32 -0.03
S 2.14 -0.66 0.44
C 2.56 2.46 1.18
C 2.75 3.81 0.85
C 3.15 4.71 1.83
C 3.39 4.27 3.12
C 3.21 2.93 3.45
C 2.80 2.03 2.48
C 2.51 1.76 -1.64
C 3.81 2.24 -1.83
C 4.26 2.51 -3.12
C 3.41 2.32 -4.21
C 2.12 1.84 -4.02
C 1.67 1.56 -2.74
C -1.12 3.38 1.35
C -0.51 3.01 2.55
C -0.50 3.89 3.62
C -1.11 5.13 3.51
C -1.72 5.50 2.32
C -1.73 4.63 1.24
C -0.93 3.24 -1.50
C -1.60 2.95 -2.69
C -1.30 3.66 -3.84
C -0.34 4.66 -3.81
C 0.32 4.97 -2.63
C 0.02 4.26 -1.47
H 2.57 4.16 -0.16
H 3.30 5.75 1.57
H 3.72 4.97 3.88
H 3.41 2.58 4.46
H 2.67 0.98 2.73
H 4.47 2.38 -0.99
H 5.26 2.88 -3.27
H 3.77 2.56 -5.20
H 1.47 1.70 -4.87
H 0.66 1.19 -2.60
H -0.05 2.04 2.64
H -0.02 3.60 4.55
H -1.10 5.82 4.35
H -2.20 6.47 2.23
H -2.21 4.93 0.31
H -2.35 2.17 -2.69
H -1.82 3.44 -4.76
H -0.11 5.22 -4.71
H 1.05 5.77 -2.60
H 0.52 4.52 -0.54
C 0.82 -5.01 2.38
C 1.92 -5.06 1.33
C 1.58 -4.23 0.13
N 0.71 -3.29 0.13
N 0.61 -2.62 -1.07
C 1.44 -3.07 -1.97
N 1.55 -2.54 -3.20
S 2.39 -4.40 -1.41
H 1.11 -5.58 3.26
H -0.11 -5.45 2.00
H 0.62 -3.99 2.69
H 2.12 -6.09 1.01
H 2.86 -4.68 1.74
H 0.96 -1.78 -3.45
H 2.18 -2.93 -3.89
S -0.19 -0.63 2.47
C -1.72 -0.84 3.26
N -2.88 -0.42 2.87
C -4.00 -0.56 3.80
C -3.53 -1.46 4.95
S -1.71 -1.62 4.79
H -2.95 0.12 1.98
H -4.85 -0.99 3.28
H -4.28 0.43 4.16
H -3.96 -2.46 4.89
H -3.76 -1.04 5.92
Br -1.84 -0.86 -2.79
C -2.62 -1.86 -1.39
C -3.80 -2.52 -1.65
C -4.34 -3.32 -0.66
C -3.67 -3.45 0.55
C -2.50 -2.74 0.73
N -1.99 -1.93 -0.21
H -4.27 -2.41 -2.62
H -5.27 -3.85 -0.84
H -4.03 -4.10 1.33
H -1.92 -2.83 1.64
*
```

3.
Cl4HN3P3 as an isolated structure at a distorted geometry, computed with ωB97M-V/def2-TZVPD.

## Properties
Strongest force on any atom ... 2.17 eV Å⁻¹
DFT total energy ... -82440.578 eV
Kohn-Sham gap ... 9.77 eV

```
! wB97M-V def2-TZVPD RIJCOSX def2/J DEFGRID3
* xyz 1 1
N -2.79 -0.01 0.49
N -1.59 -2.30 -0.33
N -0.23 0.00 0.05
P -1.61 0.99 0.31
P -0.14 -1.68 -0.13
P -2.91 -1.63 0.36
Cl 0.93 -2.06 -1.69
Cl 0.78 -2.34 1.47
Cl -4.41 -2.05 -0.77
Cl -3.21 -2.33 2.15
H 0.65 0.49 -0.07
*
```

4.
C30H27AgCl4N4O3SSi as an isolated structure, computed with ωB97M-V/def2-TZVPD.

## Properties
Strongest force on any atom ... 0.32 eV Å⁻¹
DFT total energy ... -116456.640 eV
Kohn-Sham gap ... 4.86 eV

```
! wB97M-V def2-TZVPD RIJCOSX def2/J DEFGRID3
* xyz -2 1
Ag 0.64 0.91 0.69
Cl 3.65 1.61 7.16
C 3.12 0.93 5.64
C 3.14 -0.43 5.45
Cl 3.68 -1.50 6.72
C 2.70 -0.96 4.22
Cl 2.74 -2.69 3.95
C 2.25 -0.16 3.15
O 1.87 -0.64 2.03
C 2.22 1.30 3.36
O 1.80 2.05 2.43
C 2.66 1.77 4.61
Cl 2.64 3.50 4.85
C -2.81 3.19 -1.21
N -2.78 1.77 -0.94
C -3.10 0.77 -1.85
C -3.00 -0.40 -1.20
N -2.59 -0.12 0.09
C -2.45 1.24 0.27
S -2.01 2.04 1.66
C -2.34 -1.06 1.12
C -3.34 -1.93 1.54
C -3.01 -2.83 2.54
C -1.74 -2.81 3.07
C -0.81 -1.90 2.58
N -1.12 -1.04 1.61
H -3.80 3.49 -1.55
H -2.07 3.45 -1.96
H -2.56 3.69 -0.28
H -3.31 0.99 -2.88
H -3.11 -1.41 -1.54
H -4.32 -1.88 1.10
H -3.75 -3.53 2.91
H -1.44 -3.50 3.85
H 0.21 -1.84 2.92
C 0.90 3.96 -0.18
Si 1.01 2.94 -1.74
C 2.84 2.79 -2.21
C 0.27 4.07 -3.11
N 0.34 1.38 -1.54
C 0.25 0.48 -2.56
C -0.02 0.83 -3.91
C -0.11 -0.09 -4.94
C 0.08 -1.44 -4.70
C 0.36 -1.83 -3.39
C 0.42 -0.92 -2.36
O 0.79 -1.32 -1.09
C 0.50 -2.56 -0.60
C -0.64 -3.27 -0.95
C -0.88 -4.51 -0.35
C 0.01 -5.03 0.58
C 1.13 -4.29 0.92
C 1.39 -3.06 0.34
H 1.42 4.91 -0.35
H 1.36 3.47 0.69
H -0.14 4.19 0.09
H 3.31 3.77 -2.36
H 2.95 2.22 -3.14
H 3.37 2.26 -1.42
H 0.25 5.11 -2.77
H -0.75 3.79 -3.39
H 0.88 4.03 -4.02
H -0.16 1.88 -4.15
H -0.32 0.26 -5.95
H 0.04 -2.17 -5.50
H 0.56 -2.88 -3.17
H -1.32 -2.87 -1.68
H -1.78 -5.05 -0.62
H -0.19 -5.99 1.05
H 1.82 -4.66 1.68
H 2.21 -2.44 0.67
*
```

5.
A 3-piece molecular cluster, C7H17N overall at a distorted geometry, computed with ωB97M-V/def2-TZVPD.

## Properties
Strongest force on any atom ... 1.46 eV Å⁻¹
DFT total energy ... -9017.131 eV
Kohn-Sham gap ... 2.76 eV

```
! wB97M-V def2-TZVPD RIJCOSX def2/J DEFGRID3
* xyz 0 1
C 2.24 -1.40 1.52
C 2.99 -0.84 0.51
C 1.72 -2.67 1.60
N -2.03 1.61 -0.89
C -2.64 0.36 -1.16
C -4.05 0.28 -0.57
C -0.67 1.66 -1.22
C 0.24 0.48 -0.84
H 2.10 -0.78 2.40
H 3.77 1.90 2.00
H 3.34 0.18 0.63
H 3.24 -1.34 -0.42
H 4.00 1.77 2.71
H 1.88 -3.41 0.82
H 1.21 -2.93 2.51
H -2.07 -0.51 -0.80
H -2.67 0.18 -2.24
H -4.00 -0.05 0.47
H -4.57 1.23 -0.62
H -4.63 -0.50 -1.08
H -0.54 1.83 -2.32
H -0.22 2.57 -0.80
H -0.14 -0.08 0.02
H 1.27 0.75 -0.61
H 0.22 -0.30 -1.60
*
```

6.
An isolated ion of composition C6H13N4 and charge +1 at a distorted geometry, computed with ωB97M-V/def2-TZVPD.

## Properties
Strongest force on any atom ... 4.90 eV Å⁻¹
DFT total energy ... -12382.863 eV
SMILES ... CC(C)/C=[NH+]/C=N\C=N\N
Kohn-Sham gap ... 7.04 eV

```
! wB97M-V def2-TZVPD RIJCOSX def2/J DEFGRID3
* xyz 1 1
C -2.38 -1.11 -0.98
C -2.06 0.18 -0.25
C -2.48 0.08 1.24
C -0.64 0.54 -0.10
N -0.10 1.69 -0.21
C 1.38 2.11 0.17
N 2.34 1.34 0.19
C 2.92 0.19 0.42
N 2.99 -0.67 -0.51
N 3.83 -1.72 -0.59
H -3.29 -1.63 -0.72
H -1.79 -1.87 -0.53
H -2.27 -1.24 -2.07
H -2.66 1.07 -0.71
H -3.51 -0.02 1.26
H -2.20 0.95 1.80
H -2.04 -0.92 1.55
H 0.02 -0.23 0.32
H -0.65 2.40 -0.65
H 1.41 3.16 0.24
H 3.26 0.01 1.46
H 4.13 -2.17 0.19
H 3.80 -2.12 -1.52
*
```